65
Properties=species:S:1:pos:R:3:forces:R:3 method="wB97M-V/def2-TZVPD" largest_force_ev_per_a=2.875 energy_ev=-57188.49023 orbital_gap_ev=6.510 e_lumo_ev=4.253 total_charge=-2
Sr -0.0556 -0.7599 0.0284 0.38 1.55 -0.68
O 2.1086 -3.8734 -1.8801 0.03 0.08 0.11
C 1.8151 -2.8782 -1.1923 0.44 -0.33 -0.22
O 0.8002 -2.7011 -0.4739 1.24 -2.42 -0.93
C 2.8003 -1.6722 -1.2353 -0.16 -0.38 0.12
N 2.0979 -0.4165 -1.5054 0.58 0.11 -0.44
C 2.8965 0.7391 -1.1195 -0.09 0.14 0.04
C 2.0388 1.9785 -0.8850 0.11 -0.12 -0.04
N 1.0440 1.7849 0.1603 0.23 0.44 -0.04
C 0.0165 2.8158 0.0871 -0.11 -0.05 -0.11
C -1.0103 2.5319 -1.0075 0.14 0.08 0.10
N -1.6971 1.2618 -0.8299 -0.29 0.41 -0.23
C -2.3468 0.8426 -2.0659 0.10 -0.07 -0.08
C -1.3550 0.2023 -3.0345 -0.14 0.14 0.07
N -0.6528 -0.9432 -2.4661 -0.21 -0.04 -1.05
C 0.5360 -1.2464 -3.2570 0.15 0.08 -0.04
C 1.7060 -0.3306 -2.9069 -0.12 -0.05 -0.12
C -1.5388 -2.1069 -2.3601 -0.28 -0.17 0.20
C -2.5598 -1.9487 -1.1996 -0.54 -0.21 -0.16
O -3.7658 -2.1125 -1.4675 0.15 -0.06 -0.06
O -2.0596 -1.6406 -0.0871 -2.47 -1.01 -0.55
C -2.6231 1.3160 0.2978 0.08 -0.11 0.27
C -1.8962 1.1938 1.6577 -0.32 0.23 0.38
O -2.2580 1.9674 2.5711 -0.04 -0.06 -0.12
O -1.0100 0.3050 1.7320 -1.19 1.42 1.81
C 1.6763 1.7236 1.4759 0.10 -0.33 0.15
C 2.3067 0.3371 1.8022 0.39 0.35 0.32
O 3.4153 0.3517 2.3673 -0.16 0.02 0.00
O 1.6153 -0.6690 1.4941 1.97 0.25 1.55
H 3.5902 -1.8633 -1.9781 -0.04 0.02 0.00
H 3.2423 -1.6217 -0.2384 -0.01 0.12 0.00
H 3.6661 0.9749 -1.8786 -0.01 -0.01 0.03
H 3.4170 0.5035 -0.1940 0.12 -0.05 -0.06
H 1.5257 2.2484 -1.8104 -0.01 0.02 0.01
H 2.7115 2.8223 -0.6360 -0.04 -0.01 -0.01
H 0.4564 3.8154 -0.0903 -0.02 -0.01 0.02
H -0.5031 2.8578 1.0408 0.08 0.10 0.06
H -0.5130 2.5297 -1.9803 -0.03 -0.02 -0.01
H -1.7331 3.3709 -1.0229 0.01 -0.03 -0.02
H -2.8459 1.6882 -2.5757 0.02 -0.02 0.01
H -3.1162 0.1149 -1.8262 -0.11 0.08 0.01
H -0.6163 0.9503 -3.3342 0.03 -0.05 -0.02
H -1.9015 -0.0894 -3.9510 0.03 0.00 0.02
H 0.3330 -1.1626 -4.3409 0.00 -0.01 0.03
H 0.8343 -2.2729 -3.0678 -0.10 -0.07 -0.12
H 1.4319 0.7027 -3.1320 0.03 0.01 0.03
H 2.5557 -0.5851 -3.5688 -0.01 0.02 0.04
H -0.9374 -2.9783 -2.0953 0.11 0.05 -0.08
H -2.0692 -2.2959 -3.3057 -0.01 0.04 0.03
H -3.2744 0.4406 0.2582 0.01 0.00 -0.12
H -3.2364 2.2301 0.2821 0.05 0.00 0.02
H 0.9075 1.8605 2.2390 -0.07 0.04 -0.07
H 2.4446 2.5024 1.5989 -0.01 -0.02 -0.03
S -0.8315 -3.4969 2.5271 -0.03 -0.05 -0.35
C -0.7552 -2.1747 3.5079 0.07 -0.56 0.73
N 0.3932 -1.6320 4.0035 -0.20 0.33 -0.20
C 0.1045 -0.4582 4.8201 0.08 -0.07 0.04
C -1.4300 -0.3465 4.7859 -0.12 0.08 -0.01
N -1.8313 -1.5810 4.1100 0.09 0.32 0.00
H 1.1469 -1.5737 3.3254 0.09 -0.09 -0.02
H 0.5889 0.4373 4.4273 -0.02 -0.03 -0.07
H 0.4697 -0.6323 5.8384 0.00 0.10 -0.02
H -1.7523 0.5332 4.2306 0.00 0.03 -0.07
H -1.8567 -0.3107 5.7934 0.06 -0.03 -0.01
H -2.6605 -1.5601 3.5377 0.00 -0.12 -0.01